Here is CH12LiN2O5 as an isolated structure from the Open Molecules 2025 dataset. Energies are from ωB97M-V/def2-TZVPD.

The strongest force on any atom comes out at 0.0440 Eh/bohr. The calculation puts the LUMO energy at -3.5 eV. As for the net charge: +1. Its relative energy (zero: lowest compared OMol25 entry of this formula, charge and spin) is 0.0 kcal per mole. The value obtained for the HOMO energy is -0.464 Ha.

Each line ends with the Löwdin charge.
Geometry (Å):
O 3.942 -0.386 0.956  0.04
O 0.366 0.616 -1.904  -0.08
O -3.065 1.272 -1.441  -0.08
O -1.317 1.263 1.191  -0.09
O -1.555 -1.393 -0.800  -0.08
N 1.895 0.509 1.348  0.15
N 2.248 -1.802 1.399  0.15
C 2.753 -0.560 1.207  -0.68
Li -1.368 0.747 -0.691  0.72
H -1.654 2.102 1.533  0.08
H 1.219 0.164 -1.864  0.07
H 2.942 -2.532 1.433  0.11
H -3.972 1.244 -1.117  0.08
H -2.208 -2.078 -0.988  0.07
H -1.201 0.706 1.971  0.07
H -0.712 -1.862 -0.751  0.05
H 1.311 -2.104 1.580  0.09
H 0.938 0.240 1.166  0.05
H 2.203 1.363 0.914  0.11
H -3.144 1.401 -2.396  0.08
H 0.379 1.091 -2.746  0.07